No. 1
Density functional theory data (ωB97M-V/def2-TZVPD) for a single C8H10N2O5 molecule.

**Net charge**: 0
**Gap between HOMO and LUMO (spin up / spin down)**: 6.413 / 6.577 eV
**LUMO (spin up / spin down)**: -0.19 / -3.23 eV
**2S+1**: 3
**Highest occupied orbital energy (spin up / spin down)**: -6.605 / -9.806 eV

The geometry in XYZ format:
```
25
Properties=species:S:1:pos:R:3:forces:R:3:mulliken_spin:R:1
O -0.723177 2.147291 -3.461104 -0.5 2.0 -0.3 0.054
O 0.948616 -1.287257 -1.518998 -1.1 0.0 0.3 0.014
C -1.367879 1.138786 0.316393 -1.0 1.3 -2.3 0.260
H -1.496791 -2.529608 -2.171726 0.8 0.8 -0.1 0.001
C 1.836819 1.027632 0.343237 2.5 0.5 -1.3 0.036
H 1.592793 2.055077 0.023436 -0.8 -0.4 0.9 0.003
C -0.204386 -0.891948 -1.547805 1.0 -0.5 -0.9 0.022
C -1.398389 -1.776659 -1.347941 -3.4 -2.0 -0.5 0.016
H -2.500396 -1.363739 -1.448281 2.5 0.1 0.6 0.002
C -0.453499 0.536889 -1.909739 -0.9 1.7 2.7 0.275
N 1.199620 -0.761889 1.878824 6.3 -2.8 2.5 0.274
O 2.661231 -0.890678 1.968363 -0.4 0.5 -0.6 0.022
H -2.404652 1.412517 0.553372 0.7 0.5 0.5 0.035
C -0.629383 0.348779 1.129663 4.5 -1.3 2.2 0.267
O 0.621873 -1.519644 2.604296 -2.1 -0.9 0.9 0.432
H 2.893384 -1.488227 2.704323 -0.9 0.1 -0.2 0.002
C 0.854947 0.221805 1.111717 -6.2 3.3 -3.0 0.086
H 2.817266 1.075694 0.875673 -1.0 0.0 -0.1 0.000
H -1.213872 2.408200 -1.308873 -0.8 1.4 -1.1 0.031
H 2.193947 0.680634 -0.681595 -0.9 -0.7 1.3 0.000
O -0.154409 0.187545 -4.048821 0.3 -1.5 -1.6 0.116
H -1.427144 -2.550965 -0.531624 0.6 1.3 -0.1 0.001
H -1.085159 -0.041477 2.023664 -0.1 -0.5 0.0 0.017
C -0.950134 1.461231 -0.980021 -0.1 -2.0 0.5 0.047
N -0.458518 1.004578 -3.212925 0.9 -1.0 -0.1 -0.013
```
Forces are in eV/Å.

No. 2
Density functional theory data (ωB97M-V/def2-TZVPD) for a single C8H10N2OS molecule.

**Net charge**: 0
**Gap between HOMO and LUMO (spin up / spin down)**: 6.999 / 7.325 eV
**LUMO (spin up / spin down)**: -0.10 / 0.24 eV
**Highest occupied orbital energy (spin up / spin down)**: -7.099 / -7.088 eV

The geometry in XYZ format:
```
22
Properties=species:S:1:pos:R:3:forces:R:3:lowdin_charge:R:1
N 0.674549 1.073071 -1.653105 1.1 0.4 -1.5 0.119
H -0.059378 2.574432 1.262413 -0.3 2.7 -2.0 0.062
C 0.067263 -1.165109 -1.264212 -0.9 1.5 -1.2 -0.374
S 1.109762 -0.907473 1.236839 1.3 -0.4 0.7 0.967
H 0.576504 1.902714 2.754385 0.3 0.2 0.2 0.105
H 0.694328 1.970042 -2.130322 -0.9 0.0 0.7 0.165
H -1.292489 0.586067 -1.205850 -4.4 1.5 -0.2 0.072
H -0.852411 -2.169458 0.369561 2.2 -0.1 0.1 0.126
H 1.976717 -1.836916 -1.826613 -0.5 1.6 -0.5 0.166
O 2.766797 0.568547 -2.673175 -0.1 1.3 0.0 0.084
H -2.803298 -0.407024 1.971791 0.7 1.3 1.6 0.091
H -0.645352 -1.576413 -2.050603 0.3 -0.5 1.6 0.165
C -0.357777 0.291403 -1.161502 5.1 -1.2 2.5 -0.021
C 0.261027 -1.936245 0.094838 -4.6 1.5 -1.4 -0.431
N 1.314011 -1.040076 -1.935179 1.5 -0.2 -0.2 0.068
C 0.069557 0.439641 1.261903 -1.2 -2.2 -4.1 -0.578
C -1.111304 0.759626 1.918120 2.0 1.2 -0.1 -0.311
C 0.052775 1.745374 1.824143 -0.1 -1.4 3.5 -0.076
H 0.771019 -2.752826 -0.308503 1.0 -1.9 0.7 0.050
C -2.256886 0.491627 2.454815 -1.9 -2.7 -1.6 0.038
H -2.676783 1.089214 3.207127 -0.9 0.8 0.6 0.037
C 1.721369 0.299781 -2.146869 0.2 -3.4 0.6 -0.522
```
Forces are in eV/Å.

No. 3
Density functional theory data (ωB97M-V/def2-TZVPD) for a single C8H10N2OS molecule.

**Net charge**: 0
**Gap between HOMO and LUMO**: 8.997 eV
**LUMO**: 0.72 eV
**SMILES string**: COc1ccccc1NC(N)=S
**Highest occupied orbital energy**: -8.279 eV

The geometry in XYZ format:
```
22
Properties=species:S:1:pos:R:3:forces:R:3:lowdin_charge:R:1
H 0.618731 1.633306 -1.725520 0.3 0.0 -0.1 0.100
C -0.089031 -0.638898 -0.273314 -1.7 0.6 0.0 -0.194
H 2.740770 0.463037 2.075458 -0.9 -0.6 -0.7 0.108
C -2.138990 0.483949 0.313587 0.5 2.0 0.3 -0.012
H 1.799937 2.191792 -0.465205 -0.2 -0.2 -0.2 0.092
C -2.162887 -1.906060 0.000753 0.1 0.4 -1.0 -0.072
C 0.757532 2.208073 -0.811810 0.2 1.2 -1.0 -0.069
C -2.824187 -0.692256 0.274112 -0.2 -1.8 0.2 -0.097
S 3.850537 -0.912920 -0.130107 -0.6 0.1 0.5 0.542
C -0.766821 0.574619 0.026931 -0.4 -2.5 -0.2 -0.250
H 1.178598 0.734861 1.400008 0.0 0.1 0.6 0.065
H -2.744235 -2.850953 -0.021172 0.7 0.7 0.0 0.112
H -0.237483 -2.765463 -0.537830 -0.3 0.4 -0.2 0.122
H 0.481815 3.274267 -1.025104 0.2 -0.9 0.2 0.109
N 1.930314 0.070005 1.556792 1.0 0.0 -1.2 0.101
H 1.497388 -1.271516 -1.341662 0.3 0.6 0.5 0.136
O -0.110430 1.730839 0.176764 -0.4 0.8 1.3 -0.109
C -0.810476 -1.842335 -0.377451 -0.3 -0.2 1.2 -0.009
N 1.279019 -0.649363 -0.557686 0.1 -1.1 -1.1 0.012
C 2.284414 -0.506227 0.322798 1.3 0.8 1.2 -0.928
H -3.888132 -0.746475 0.500916 0.2 0.3 0.0 0.107
H -2.646386 1.417710 0.618746 0.3 -0.6 -0.3 0.131
```
Forces are in eV/Å.

No. 4
Density functional theory data (ωB97M-V/def2-TZVPD) for a gas-phase ion, C8H10N3 (charge +1).

**Net charge**: +1
**Gap between HOMO and LUMO**: 8.910 eV
**LUMO**: -3.77 eV
**SMILES string**: CN1C=[NH+][C@@]23C=NC=C[C@@H]2[C@@H]13
**Highest occupied orbital energy**: -12.680 eV

The geometry in XYZ format:
```
21
Properties=species:S:1:pos:R:3:forces:R:3:lowdin_charge:R:1
H 0.277140 2.761275 -0.620423 0.4 -1.8 -0.4 0.210
C 2.598374 -0.770641 0.817543 0.5 1.1 2.2 -0.006
C 1.657106 1.264080 -0.349017 2.1 -0.7 3.3 -0.013
C -0.523002 0.766359 -0.454710 -3.4 0.2 3.1 -0.184
N -2.748788 0.274994 0.724603 -1.6 0.6 1.4 0.049
C -1.802388 -1.253765 -0.861974 -0.8 -0.5 0.5 -0.020
H -2.027976 2.181120 0.895759 -0.3 2.3 0.8 0.080
H -0.139716 -0.622523 -2.181185 0.3 -0.3 -0.2 0.154
C 0.223176 -0.464289 0.100598 -0.3 0.3 0.8 -0.105
H 2.506074 1.977579 -0.099209 -0.8 -1.3 -1.1 0.199
H 2.784278 -0.495931 1.921991 -1.2 -0.7 -1.4 0.145
H -1.780962 -2.152336 -1.428872 -1.0 -1.0 0.0 0.115
H -0.220295 -1.053068 0.979538 1.2 0.8 -1.3 0.193
C -2.667865 -0.965953 0.149906 0.6 -0.7 -1.8 -0.103
C -2.006118 1.217971 0.548993 4.6 -2.5 -3.6 0.055
H 2.322458 -1.761806 0.600247 0.2 -1.5 0.4 0.093
C -0.568023 -0.547889 -1.202035 -0.2 1.6 1.3 -0.117
N 0.479287 1.724449 -0.643576 -0.5 2.4 -0.7 0.121
H 3.536225 -0.532292 0.436750 1.7 0.1 -1.2 0.077
H -3.503350 -1.547529 0.508521 0.3 -0.8 -0.5 0.117
N 1.604368 0.000203 0.156546 -1.8 2.4 -1.6 -0.061
```
Forces are in eV/Å.

No. 5
Density functional theory data (ωB97M-V/def2-TZVPD) for a gas-phase ion, C8H10N3O (charge +1).

**Net charge**: +1
**Gap between HOMO and LUMO**: 7.820 eV
**LUMO**: -4.66 eV
**SMILES string**: CC1=C(/C(C)=[NH+]\n2cccn2)O1
**Highest occupied orbital energy**: -12.479 eV

The geometry in XYZ format:
```
22
Properties=species:S:1:pos:R:3:forces:R:3:lowdin_charge:R:1
N -1.545896 -0.409442 -0.095920 -1.2 -2.7 0.2 -0.161
C -2.904342 -0.577172 0.006225 1.1 2.2 -0.6 0.000
C 0.604794 -1.244732 0.035598 0.5 -1.4 -0.7 -0.162
N -0.710193 -1.505907 -0.134039 2.9 3.8 0.4 0.153
H -3.338364 -1.556833 0.081130 -0.2 0.0 0.1 0.128
C -3.362345 0.726313 -0.116705 0.2 -0.1 0.2 -0.029
H 2.286031 -2.370503 -0.689166 2.3 0.8 -2.7 0.052
H -1.040265 -2.414243 -0.149995 -1.1 -1.8 -0.1 0.144
H 2.853259 2.980527 0.171603 -0.6 -0.3 -0.4 0.109
H -2.162555 2.619957 -0.174047 0.1 -0.6 -0.5 0.121
H 2.071146 -2.731395 0.850069 -0.7 0.4 0.3 0.118
C 1.898172 2.437676 0.043382 -1.0 1.8 0.1 0.034
H 0.935905 -3.378485 -0.338557 0.0 0.2 0.0 0.101
C -2.183729 1.527811 -0.274756 -1.8 1.2 1.0 -0.117
C 1.992798 1.030000 0.254296 -0.7 -1.2 -0.9 -0.285
H 1.426565 2.458206 -1.051666 1.0 0.4 2.3 0.177
H 1.120953 2.840545 0.835779 1.3 -0.7 -1.8 0.160
H -4.391816 1.061783 -0.014357 0.4 0.0 -0.2 0.110
C 1.172994 -0.010930 0.116133 -1.4 -2.2 0.4 0.043
C 1.505441 -2.487496 -0.062940 -2.2 -0.3 2.7 0.040
O 2.775333 0.007199 0.286933 1.3 1.3 0.4 0.170
N -1.076251 0.821331 -0.234102 -0.2 -0.7 -0.2 0.093
```
Forces are in eV/Å.

Q: What is the formula in the third record?
A: C8H10N2OS